1.
36
Properties=species:S:1:pos:R:3:forces:R:3 method="wB97M-V/def2-TZVPD" lumo_energy_ev=-1.470 charge=0 largest_force_ev_per_a=6.9 homo_ev=-9.7 gap_ha=0.303
C 4.9482 -1.5367 -0.7186 0.61 -0.28 -0.96
C 4.1516 -2.0341 -2.0190 -0.50 1.12 0.34
O 4.7981 -1.3783 -3.1575 -1.15 -0.81 0.18
C 2.6256 -1.4888 -2.0482 1.60 -0.42 -1.10
N 1.8419 -1.8683 -0.8326 0.11 -0.44 -1.21
C 1.0087 -0.7200 -0.3235 -1.17 -0.29 0.60
C 0.0901 -0.0444 -1.4469 -2.22 0.16 0.00
O -1.1339 0.1013 -1.3101 3.56 -0.41 0.04
S 0.8957 -3.2762 -1.0652 -6.17 -2.57 1.88
O -0.2238 -3.1180 -2.0389 3.88 0.17 1.13
O 0.3210 -3.7710 0.2388 3.19 1.72 -3.29
F 1.8544 -4.5392 -1.6470 -0.77 2.98 0.93
H 5.1559 -2.3999 -0.0151 -0.50 1.18 -0.67
H 4.4674 -0.6514 -0.1988 0.37 -1.23 -0.57
H 5.9639 -1.1715 -1.1027 -1.40 -0.55 0.54
H 4.1777 -3.1617 -2.1416 0.00 1.31 0.24
H 4.2222 -1.5162 -3.9450 0.69 0.05 0.73
H 2.1260 -1.8873 -2.9920 0.49 0.51 1.06
H 2.7291 -0.3543 -2.1901 -0.36 -1.64 0.63
H 0.2851 -1.1448 0.4599 1.16 0.84 -0.98
H 1.7569 0.0066 0.1498 -1.17 -0.94 -0.74
H 0.5577 0.2947 -2.4390 -0.27 -0.45 1.26
O -3.8659 3.1027 -0.3869 -0.10 0.32 0.28
C -3.8052 2.8259 0.7975 0.24 -0.66 -0.38
C -3.3731 1.5100 1.2779 -0.06 0.19 -0.31
C -3.3367 1.2425 2.5851 0.40 -1.14 -0.19
O -2.9362 0.0291 3.0470 -0.39 1.14 0.17
C -3.7338 2.2611 3.5986 -0.21 0.60 0.39
O -3.7050 1.9744 4.7826 0.12 -0.26 -0.27
C -4.1431 3.5847 3.1198 0.07 -0.24 0.28
C -4.1762 3.8535 1.8128 -0.40 1.21 0.18
O -4.5505 5.0751 1.3520 0.38 -1.15 -0.16
H -3.0894 0.7785 0.5322 0.01 0.02 0.00
H -3.0000 0.0879 4.0196 0.01 -0.07 -0.09
H -4.4117 4.3204 3.8660 0.00 -0.02 -0.03
H -4.4927 5.0138 0.3791 -0.03 0.05 0.08



2.
26
Properties=species:S:1:pos:R:3:forces:R:3 method="wB97M-V/def2-TZVPD" lumo_energy_ev=-4.759 charge=+1 largest_force_ev_per_a=5.7 homo_ev=-12.8 gap_ha=0.296
C 1.0028 -0.3485 2.8221 -1.35 -0.57 -1.96
N 0.8641 -0.8062 1.6465 0.90 -1.02 2.00
C 0.4957 -2.0818 1.1284 0.51 2.73 -1.65
C 0.7755 -0.5518 0.2667 -0.18 -3.53 0.31
C 2.0895 -0.5682 -0.5743 -2.02 0.18 0.19
C 1.4734 -0.2523 -1.9672 4.55 3.20 -1.23
C -0.4593 0.2065 -0.1190 1.25 -0.03 1.62
C -1.3785 -0.2645 -1.0268 1.40 -0.79 -1.63
C -2.4316 0.5315 -1.3890 0.29 2.34 2.54
C -2.5770 1.8296 -0.7269 -0.36 -2.88 -0.82
C -1.6824 2.1663 0.2866 -1.97 2.08 -0.85
C -0.6183 1.3880 0.5888 1.53 -0.66 1.06
H 1.0392 0.6913 2.8552 0.71 1.60 0.92
H 0.7168 -1.0252 3.5881 0.44 -0.28 1.02
H -0.4565 -2.3941 1.4249 -1.67 0.01 0.05
H 1.1849 -2.8853 1.1650 1.19 -0.19 -0.40
H 2.7056 0.2417 -0.2035 0.32 0.17 -0.09
H 2.6075 -1.5505 -0.4227 -0.44 0.97 -0.53
H 0.8807 -1.0367 -2.2546 -1.46 -1.73 -0.99
H 2.3594 -0.1055 -2.7701 -2.08 -0.51 1.76
H 0.9065 0.7448 -1.9667 0.91 -1.64 0.05
H -1.0659 -1.1515 -1.6518 -1.01 0.72 1.11
H -3.1655 0.0574 -1.9568 -1.23 0.06 -1.35
H -3.4876 2.3999 -0.9342 0.59 0.04 0.10
H -1.8953 3.1178 0.7734 0.35 -0.26 0.18
H 0.1164 1.6473 1.4178 -1.17 -0.02 -1.40



3.
27
Properties=species:S:1:pos:R:3:forces:R:3 method="wB97M-V/def2-TZVPD" lumo_energy_ev=0.773 charge=0 largest_force_ev_per_a=3.4 homo_ev=-8.4 gap_ha=0.337
C -1.6706 -0.8184 -3.3355 -0.07 -1.17 -1.76
C -0.2849 -0.6201 -2.8223 0.46 0.06 0.07
C 0.6013 -1.5925 -2.4004 -1.94 -0.01 -0.85
N 1.7430 -0.9325 -2.1723 2.79 -0.39 1.27
C 1.6066 0.3770 -2.3924 -3.04 0.71 -1.34
N 0.3546 0.5973 -2.8512 0.71 -0.19 0.76
H -2.2059 0.1014 -3.5471 0.22 0.14 -0.03
H -2.3416 -1.4724 -2.7947 0.13 0.07 0.98
H -1.6031 -1.4366 -4.2832 0.00 1.05 0.51
H 0.4773 -2.6674 -2.4469 0.31 0.21 0.40
H 2.5538 -1.3386 -1.7307 -0.02 -0.03 -0.18
H 2.2949 1.1971 -2.2873 0.45 -0.45 0.22
C -2.6186 -0.0688 2.7031 -1.08 -0.21 0.15
C -1.1748 0.2589 2.5126 0.46 0.88 -1.12
C -0.6293 1.4886 2.9266 -0.66 -0.76 0.92
C 0.6926 1.8150 2.7170 1.03 -1.15 -1.12
C 1.5246 0.8402 2.0734 -0.86 0.97 1.59
C 0.9945 -0.4043 1.7228 1.17 1.73 -0.74
C -0.3822 -0.5506 1.7100 -0.12 -1.38 1.06
H -3.1152 0.5103 3.4758 0.25 0.50 0.13
H -2.8660 -1.0973 3.0158 0.61 0.12 -0.42
H -3.1820 0.1386 1.7865 0.07 -0.14 0.02
H -1.3012 2.0694 3.5409 0.16 0.57 -0.01
H 1.1581 2.7464 3.0372 -0.39 -0.14 -0.03
H 2.5827 1.0958 2.0115 -0.18 -0.44 -0.12
H 1.7514 -1.1132 1.4067 -0.60 -0.39 -0.47
H -0.8478 -1.4190 1.2559 0.16 -0.17 0.11



4.
27
Properties=species:S:1:pos:R:3:forces:R:3 method="wB97M-V/def2-TZVPD" lumo_energy_ev=0.862 charge=0 largest_force_ev_per_a=1.3 homo_ev=-8.4 gap_ha=0.341
C 2.3870 1.1359 -0.9195 0.28 -0.80 0.70
C 1.1760 1.7640 -0.3363 -0.42 0.01 0.06
C 0.9759 2.1765 0.9435 1.08 -0.55 -0.30
N -0.2505 2.7773 0.9745 -0.13 0.50 0.30
C -0.7313 2.7259 -0.2954 -0.22 -0.19 -0.16
N 0.0658 2.0773 -1.0904 0.44 0.17 -0.46
H 2.1738 0.1280 -1.2800 -0.20 0.26 -0.72
H 3.1393 0.9022 -0.1588 -0.07 0.50 0.20
H 2.8517 1.7949 -1.6469 -0.06 -0.25 -0.35
H 1.6752 1.9802 1.7397 -0.42 0.45 0.44
H -0.5764 3.3866 1.7050 -0.15 -0.18 0.01
H -1.6576 3.1637 -0.6248 -0.17 0.05 0.29
C 0.6568 -2.9444 -1.0026 0.00 -0.30 -0.01
C -0.2901 -2.0660 -0.2376 -0.27 -0.47 -0.15
C -1.4901 -1.6703 -0.8521 0.67 -0.15 0.12
C -2.3454 -0.7851 -0.2342 -0.23 0.15 0.62
C -2.1110 -0.3739 1.0858 0.30 -0.15 -1.06
C -0.8914 -0.7103 1.6384 -0.11 0.12 0.91
C -0.0123 -1.5993 1.0351 -0.23 0.83 0.05
H 1.6876 -2.6056 -0.9067 0.00 0.10 -0.13
H 0.3605 -2.9731 -2.0467 0.20 0.19 -0.21
H 0.6500 -3.9872 -0.6925 -0.11 -0.11 0.35
H -1.7236 -2.1036 -1.8193 0.04 0.38 -0.10
H -3.1545 -0.3311 -0.7826 -0.47 -0.36 -0.03
H -2.8673 0.1808 1.6197 0.20 0.43 0.00
H -0.5703 -0.2336 2.5637 -0.29 -0.35 0.11
H 0.8722 -1.8097 1.6211 0.33 -0.29 -0.48



5.
27
Properties=species:S:1:pos:R:3:forces:R:3 method="wB97M-V/def2-TZVPD" lumo_energy_ev=0.908 charge=0 largest_force_ev_per_a=2.2 homo_ev=-9.1 gap_ha=0.367
C 3.0381 1.9960 -0.7409 -0.06 0.28 -0.43
C 2.9129 0.7341 -0.2025 1.75 -1.09 0.72
C 1.6821 0.2025 0.0900 -0.71 -0.19 -0.15
C 0.5724 0.9851 -0.2281 -0.39 -0.11 0.42
C 0.8008 2.2747 -0.6969 -0.55 0.78 -0.65
N 2.0007 2.7839 -1.0136 -0.72 -0.38 0.55
C -0.8475 0.5193 0.0894 1.09 1.15 -1.17
N -1.6481 0.1791 -1.1176 0.74 1.23 -0.39
C -2.8594 -0.3545 -0.5541 -0.91 -0.55 -0.85
C -2.3080 -1.2788 0.5052 -0.52 -1.27 1.46
C -0.9083 -0.7379 0.9010 -0.94 -1.01 -1.55
C 0.1582 -1.7445 0.4709 0.35 -0.43 1.28
C 1.5415 -1.1652 0.7281 0.56 -0.12 -0.66
H 3.9898 2.4241 -1.0046 0.39 -0.11 0.07
H 3.7998 0.0940 0.0697 -0.76 1.00 -0.51
H -0.0675 2.9699 -0.8556 0.80 -0.75 0.11
H -1.2867 1.3823 0.5948 -0.45 -0.07 0.41
H -1.8140 1.0212 -1.6924 0.18 -0.68 0.40
H -3.4941 -0.8620 -1.3281 0.64 0.30 0.64
H -3.4929 0.4190 -0.1032 -0.02 0.08 0.16
H -3.0017 -1.3575 1.3679 0.40 0.12 -0.37
H -2.1459 -2.3169 0.1754 -0.38 0.36 -0.27
H -0.8273 -0.5816 1.9382 0.13 0.41 1.36
H -0.0097 -2.6953 1.0433 0.26 0.74 -0.42
H 0.0796 -1.9925 -0.5721 -0.27 0.01 -0.57
H 1.7803 -1.0870 1.7791 -0.25 0.18 0.57
H 2.3548 -1.8114 0.3563 -0.39 0.11 -0.15



6.
28
Properties=species:S:1:pos:R:3:forces:R:3 method="wB97M-V/def2-TZVPD" lumo_energy_ev=0.763 charge=0 largest_force_ev_per_a=2.5 homo_ev=-7.7 gap_ha=0.313
C 1.3571 -3.2377 -1.6725 -0.39 0.71 -0.63
C 1.1407 -1.8531 -1.1282 1.17 -0.05 -0.44
C 1.5791 -0.6640 -1.6511 -0.27 -1.09 0.20
N 1.4105 0.3595 -0.7380 -0.58 0.20 0.09
C 0.7925 -0.1911 0.3928 0.06 0.49 -1.19
C 0.3333 0.4789 1.5281 0.16 -0.54 -0.66
C -0.2876 -0.2963 2.4731 0.97 -0.35 0.94
C -0.4219 -1.7028 2.3244 -0.53 0.57 0.23
C -0.0042 -2.3255 1.1897 1.05 -0.07 -2.23
C 0.6406 -1.5641 0.1629 -0.99 0.44 2.00
H 2.0816 -3.2550 -2.4881 0.00 0.18 0.00
H 0.4050 -3.5637 -2.1012 0.13 -0.56 0.23
H 1.7413 -3.9034 -0.9092 -0.25 -0.26 0.17
H 2.0640 -0.5859 -2.6106 0.04 0.54 0.02
H 1.1237 1.2897 -1.0338 0.43 -0.04 0.16
H 0.5035 1.5384 1.5993 -0.02 0.23 0.33
H -0.3822 0.1150 3.4748 -0.71 0.09 -0.18
H -0.9297 -2.2377 3.1127 0.09 -0.20 0.07
H -0.0960 -3.3640 0.8842 -0.38 -0.19 0.91
C -2.2840 2.4447 0.6307 0.51 0.18 0.86
C -1.2951 2.5764 -0.5022 -1.36 -1.26 -1.58
N -1.7684 1.8867 -1.6143 0.18 0.11 -0.43
O -0.2286 3.1379 -0.5789 0.27 0.34 0.75
H -1.9551 2.9125 1.5486 0.33 0.33 0.03
H -2.4146 1.3965 0.9020 -0.11 -0.07 -0.35
H -3.2336 2.8935 0.3643 -0.17 -0.05 -0.21
H -1.3722 2.0512 -2.5174 0.79 0.29 -0.04
H -2.6495 1.4312 -1.7469 -0.42 0.01 0.93



7.
28
Properties=species:S:1:pos:R:3:forces:R:3 method="wB97M-V/def2-TZVPD" lumo_energy_ev=0.839 charge=0 largest_force_ev_per_a=4.1 homo_ev=-8.1 gap_ha=0.328
C -2.4983 -1.1015 0.8751 -0.40 -0.39 0.54
C -1.9519 0.0434 0.0899 -0.11 -0.79 0.90
C -2.4313 0.6971 -1.0070 0.45 0.42 0.40
N -1.4636 1.5766 -1.4631 -1.34 -1.04 0.28
C -0.3814 1.5087 -0.6143 -0.64 1.19 -1.28
C 0.6594 2.4539 -0.6519 -0.94 0.25 -0.95
C 1.4715 2.4576 0.4180 2.52 0.53 0.28
C 1.3072 1.5539 1.4688 0.39 -0.48 0.52
C 0.3567 0.5918 1.4425 -3.83 -1.48 0.02
C -0.6372 0.5324 0.3704 2.09 2.30 -0.40
H -2.5076 -1.9774 0.2272 0.08 -0.28 0.30
H -3.4875 -1.0396 1.3429 -0.14 0.51 -0.58
H -1.8738 -1.2735 1.7607 0.22 -0.23 -0.43
H -3.4280 0.7674 -1.4240 0.18 -0.47 -0.04
H -1.7881 2.2575 -2.1249 0.90 0.41 -0.03
H 0.6897 3.2249 -1.4551 0.15 -0.83 0.65
H 2.4018 3.0548 0.4493 -0.90 0.10 -0.03
H 1.9522 1.6244 2.3301 0.13 0.02 0.10
H -0.0031 -0.0017 2.3061 1.17 0.26 -0.18
C 0.9362 -2.6022 0.1398 0.81 -0.69 0.51
C 1.4385 -1.8452 -1.0375 1.59 0.19 -0.59
N 2.4245 -0.8921 -0.8436 -1.09 -1.09 -0.02
O 1.1417 -2.1719 -2.1722 -0.43 0.12 0.07
H 0.9572 -2.0701 1.0990 -0.69 0.10 -0.42
H 1.6232 -3.4461 0.3336 -0.06 0.24 -0.40
H 0.0270 -3.0544 -0.2269 -0.60 0.09 0.67
H 2.5709 -0.3896 -1.7018 0.37 0.52 0.26
H 2.4939 -0.4790 0.0688 0.09 0.50 -0.15



8.
29
Properties=species:S:1:pos:R:3:forces:R:3 method="wB97M-V/def2-TZVPD" lumo_energy_ev=-0.469 charge=0 largest_force_ev_per_a=4.3 homo_ev=-8.5 gap_ha=0.295
C 0.6309 -2.1148 0.2428 -1.18 -0.32 0.83
C 0.0448 1.2201 -1.4008 2.95 -0.24 0.16
C 1.4042 1.0209 -1.4882 -2.14 0.88 0.20
C -0.7642 0.5472 -0.4266 -1.41 -0.90 0.89
C -1.9817 0.1465 -0.8018 -1.82 0.92 -1.39
C -3.0575 -0.6413 -0.0837 0.05 0.73 2.78
C 2.0838 -0.1105 -0.8692 0.02 -0.49 4.32
C -0.2031 0.1095 0.9037 -0.24 -0.32 0.77
C -4.0093 -1.4277 -0.9464 0.67 -2.38 -0.62
C 0.4661 1.1786 1.7909 0.33 -0.88 1.17
C 3.9596 -1.0081 0.3247 0.20 -0.81 0.04
N 0.4872 -3.2566 0.1724 0.05 -1.32 -0.71
N 0.7924 -0.8783 0.5454 2.81 2.50 -1.44
O -3.1484 -0.6360 1.1614 0.16 -0.09 -2.63
O 3.1731 0.1043 -0.0607 -1.04 1.80 -1.20
H -0.4561 1.9264 -2.0397 0.13 0.34 -0.14
H 1.9788 1.7292 -2.0617 0.34 -0.11 -0.28
H -2.3340 0.5684 -1.7928 0.39 -0.95 0.90
H 2.0749 -1.0246 -1.4070 0.12 -0.90 -0.53
H -1.0380 -0.3212 1.5204 0.80 0.10 -0.80
H -4.9150 -0.9456 -1.3456 0.95 0.52 -0.43
H -3.3122 -1.9814 -1.6984 -1.64 1.21 0.62
H -4.5001 -2.2584 -0.3937 0.72 0.55 0.26
H 1.3461 1.6374 1.3266 -0.39 0.13 0.12
H 0.7947 0.7051 2.7595 0.12 -0.14 -1.20
H -0.2334 1.8738 2.2412 -0.33 0.62 -0.80
H 4.8634 -1.0212 -0.2910 -0.04 -0.02 0.17
H 3.3294 -1.8338 0.0769 0.12 -1.23 0.10
H 4.2466 -1.0987 1.4139 -0.70 0.82 -1.14